{
  "formula": "C16H56N10O12",
  "method": "wB97M-V/def2-TZVPD",
  "charge": 0,
  "lumo_energy_ev": -0.68,
  "relative_energy_kcal_mol": 125.4,
  "mol_weight_g_mol": 580.682,
  "gap_ev": 7.62,
  "species": ["C", "C", "O", "H", "H", "H", "H", "H", "H", "C", "C", "O", "H", "H", "H", "H", "H", "H", "C", "C", "O", "H", "H", "H", "H", "H", "H", "C", "C", "O", "H", "H", "H", "H", "H", "H", "C", "O", "N", "N", "H", "H", "H", "H", "C", "O", "N", "N", "H", "H", "H", "H", "C", "O", "N", "N", "H", "H", "H", "H", "C", "O", "N", "N", "H", "H", "H", "H", "C", "O", "N", "N", "H", "H", "H", "H", "C", "O", "H", "H", "H", "H", "C", "O", "H", "H", "H", "H", "C", "O", "H", "H", "H", "H"],
  "coordinates": [[-7.357, -1.956, -14.542], [-6.151, -1.893, -15.410], [-6.311, -2.835, -16.461], [-8.152, -1.338, -14.965], [-7.168, -1.674, -13.518], [-7.603, -3.039, -14.520], [-5.355, -2.246, -14.711], [-6.056, -0.836, -15.743], [-5.742, -2.651, -17.214], [-7.766, -3.689, -11.299], [-9.020, -2.722, -11.265], [-8.645, -1.311, -11.210], [-7.103, -3.563, -10.467], [-7.274, -3.557, -12.301], [-8.002, -4.758, -11.233], [-9.694, -2.915, -10.456], [-9.575, -2.912, -12.160], [-9.285, -0.903, -11.791], [-9.726, -4.577, -14.598], [-11.155, -4.938, -14.428], [-11.594, -4.226, -13.257], [-9.781, -3.553, -14.874], [-9.146, -5.012, -15.437], [-9.137, -4.683, -13.676], [-11.207, -5.985, -14.321], [-11.786, -4.623, -15.297], [-12.342, -4.662, -12.918], [-14.808, 0.795, -13.918], [-16.297, 0.668, -14.016], [-16.811, 1.781, -14.686], [-14.314, -0.146, -13.557], [-14.488, 1.497, -13.170], [-14.348, 1.028, -14.922], [-16.685, 0.632, -13.032], [-16.486, -0.252, -14.470], [-17.746, 1.690, -14.730], [-11.009, -0.450, -14.416], [-10.006, -0.176, -13.489], [-11.426, -1.669, -14.733], [-11.610, 0.503, -15.035], [-11.198, -2.471, -14.188], [-12.192, -1.821, -15.474], [-11.496, 1.493, -14.693], [-12.501, 0.308, -15.554], [-10.695, -0.836, -18.259], [-10.483, -0.879, -19.598], [-11.075, 0.281, -17.645], [-10.472, -1.791, -17.395], [-11.132, 1.162, -18.237], [-11.086, 0.386, -16.665], [-9.871, -2.583, -17.688], [-10.569, -1.615, -16.355], [-13.969, -1.376, -16.641], [-15.211, -1.723, -16.315], [-13.559, -0.200, -16.857], [-13.098, -2.290, -16.925], [-14.344, 0.552, -16.921], [-12.638, 0.072, -17.342], [-13.276, -3.360, -16.806], [-12.174, -2.015, -17.290], [-8.475, 4.598, -12.555], [-7.162, 4.699, -12.177], [-9.230, 5.650, -12.529], [-9.095, 3.508, -12.894], [-8.627, 6.498, -12.305], [-10.248, 5.833, -12.458], [-8.394, 2.695, -12.892], [-9.908, 3.428, -13.508], [-6.374, 1.422, -12.859], [-5.557, 1.504, -11.798], [-7.658, 1.224, -12.823], [-5.972, 1.647, -14.052], [-7.956, 1.104, -11.825], [-8.162, 0.805, -13.589], [-5.011, 2.075, -14.096], [-6.561, 1.777, -14.891], [-12.276, 0.452, -11.494], [-12.659, 1.371, -10.505], [-11.294, -0.010, -11.237], [-12.199, 1.000, -12.434], [-13.041, -0.270, -11.616], [-12.037, 2.071, -10.513], [-12.367, 3.681, -13.859], [-11.209, 3.119, -14.477], [-13.152, 2.999, -13.536], [-12.776, 4.464, -14.457], [-12.035, 4.239, -13.005], [-11.016, 3.599, -15.246], [-8.624, 1.467, -16.053], [-7.327, 1.905, -16.345], [-8.977, 1.773, -15.035], [-8.845, 0.406, -16.163], [-9.344, 1.968, -16.693], [-7.210, 1.901, -17.289]]
}